A molecular structure, C27H43AuGe2N3O. Source: the Open Molecules 2025 dataset; level of theory: ωB97M-V/def2-TZVPD.

Geometry (Å):
Au -0.0060 0.3079 0.0021
O 1.5102 -1.5988 -0.5042
C 2.9370 -1.3696 -0.3268
C 3.5086 -0.4201 -1.3616
C 2.7977 0.9426 -1.4338
C 2.7708 1.6244 -0.0939
C 3.8246 2.4345 0.3075
C 3.8464 2.9752 1.5800
C 2.8093 2.6741 2.4532
C 1.7887 1.8705 2.0024
N 1.7505 1.3691 0.7548
H 1.3790 -2.0133 -1.3680
H 3.4478 -2.3326 -0.3490
H 3.0321 -0.9651 0.6806
H 3.5043 -0.8817 -2.3519
H 4.5617 -0.2692 -1.1091
H 1.7856 0.8289 -1.8305
H 3.3210 1.5792 -2.1469
H 4.6287 2.6290 -0.3896
H 4.6641 3.6105 1.8935
H 2.7920 3.0540 3.4647
H 0.9695 1.5892 2.6516
C -2.4066 4.3571 1.7348
C -1.2016 3.4277 1.5207
Ge -1.8517 1.6602 1.0205
C -3.3219 1.6533 -0.2541
C -4.0492 0.3237 -0.4256
C -2.5092 0.7372 2.6251
C -2.1164 -0.5035 3.0453
Ge -0.7955 -1.4086 1.8643
C -1.5903 -2.6351 0.5810
C -2.1439 -3.9257 1.2038
C 0.9254 -1.7341 2.7109
C 0.8812 -2.4181 4.0822
C -2.6748 -1.1007 4.2305
C -2.4665 -2.4867 4.5101
C -3.0035 -3.0782 5.6159
C -3.7564 -2.3019 6.5217
C -3.9597 -0.9282 6.3013
C -3.4402 -0.3408 5.1848
H -2.0622 5.3297 2.0844
H -3.1017 3.9748 2.4850
H -2.9629 4.5204 0.8124
H -0.5969 3.3693 2.4239
H -0.5568 3.8052 0.7250
H -2.9587 2.0592 -1.1998
H -4.0035 2.4061 0.1566
H -3.3857 -0.4550 -0.7970
H -4.8766 0.4207 -1.1284
H -4.4773 -0.0210 0.5178
H -3.2975 1.2620 3.1620
H -0.8026 -2.8706 -0.1346
H -2.3747 -2.0962 0.0481
H -1.3946 -4.4612 1.7896
H -2.4672 -4.6011 0.4121
H -3.0158 -3.7359 1.8300
H 1.4216 -0.7640 2.7953
H 1.4980 -2.3269 1.9967
H 0.3149 -1.8410 4.8141
H 1.8948 -2.5177 4.4695
H 0.4628 -3.4233 4.0276
H -1.8862 -3.0890 3.8230
H -2.8580 -4.1319 5.8104
H -4.1774 -2.7711 7.4024
H -4.5233 -0.3499 7.0201
H -3.5857 0.7188 5.0373
C -1.6420 -1.0232 -5.1280
N -1.8089 0.1382 -4.2338
C -2.5043 1.3293 -4.7564
C -1.3450 0.1212 -3.0327
N -0.9240 0.1068 -1.9473
H -2.6252 -1.3773 -5.4327
H -1.1171 -1.8144 -4.6001
H -1.0655 -0.7197 -6.0002
H -3.5145 1.0484 -5.0493
H -1.9575 1.7124 -5.6163
H -2.5454 2.0928 -3.9840

Computed properties:
**Expectation value of S²**: 2.045
**Energy relative to the best compared isomer or geometry (same formula, charge and spin)**: 0.00 kJ/mol
**E_tot**: -151910.7457 eV
**Charge**: +3
**Orbital gap (alpha / beta)**: 7.53 / 5.57 eV
**Multiplicity**: 3

---

A molecular structure, C11H20Cl2N2O2PSeTb. Source: the Open Molecules 2025 dataset; level of theory: ωB97M-V/def2-TZVPD.

Geometry (Å):
C 0.9718 -4.3752 -1.9182
C 0.2722 -3.1475 -1.3765
H 0.1928 -5.1078 -2.2022
H 1.6001 -4.8744 -1.1395
H 1.6675 -4.0647 -2.7309
O -0.8982 -2.8266 -1.3990
Cl 1.5428 -1.9778 -0.7331
Tb 0.9453 0.9711 0.8438
P 0.0730 0.5545 -2.4509
C -1.4084 1.1355 -3.4119
C 1.3071 1.8919 -2.8731
H 1.6573 -1.0693 -3.3621
H 0.7345 -0.2335 -4.6779
H -0.0761 -1.5084 -3.7169
C 0.6686 -0.6939 -3.6783
H 2.3195 1.5679 -2.5455
H 1.2811 2.0263 -3.9735
H -1.1340 1.3111 -4.4755
H -1.8263 2.0571 -2.9595
H 1.0456 2.8504 -2.3804
H -2.1485 0.3098 -3.3739
C -1.3400 0.5382 -0.0575
O -2.4193 0.2853 -0.3415
Cl 0.6642 3.3589 0.4555
C 2.0760 1.0058 2.9561
N 0.6342 1.1097 3.1398
C 0.0357 2.0772 3.9588
C -1.2483 1.6918 4.1693
N -1.4172 0.4647 3.5459
C -2.6635 -0.2834 3.4460
C -0.2179 -0.0138 3.0842
Se 0.1034 -1.6093 2.2077
H 2.3400 0.0939 2.3942
H 2.6281 0.9716 3.8990
H 2.4470 1.8836 2.4041
H 0.5568 2.9414 4.2707
H -2.0507 2.0947 4.7875
H -3.2288 -0.2505 4.4082
H -3.2902 0.1517 2.6383
H -2.3970 -1.3080 3.1688

Computed properties:
**Expectation value of S²**: 12.709
**E_tot**: -140907.0270 eV
**Charge**: +2
**Orbital gap (alpha / beta)**: 7.24 / 7.78 eV
**Multiplicity**: 7

---

Number 1: F_max 0.33 eV Å⁻¹. Number 2: F_max 4.52 eV Å⁻¹.